Below is a 2-piece molecular cluster, C2H3BrFNO3 overall at a distorted geometry, with properties calculated with the ωB97M-V functional and the def2-TZVPD basis.

HOMO-LUMO gap = 9.4 eV
ΔE to the lowest compared entry with this formula, charge and spin = 54.8 kJ/mol
Structure (SMILES) = [O-]/[N+](O)=C(\F)Br.C=O
Energy = -3032.182678 hartree

Each atom is followed by the atoms it is bonded to, with distances in Å.
Geometry (Å):
1 O -0.47 -1.33 -1.08  N2 1.258
2 N -0.46 -1.05 0.15  O1 1.258, O3 1.379, C4 1.274
3 O 0.49 -1.62 0.97  N2 1.379, H7 1.034
4 C -1.23 -0.25 0.76  N2 1.274, F5 1.371, Br6 1.859
5 F -2.23 0.33 0.01  C4 1.371
6 Br -1.16 0.02 2.60  C4 1.859
7 H 1.08 -2.14 0.29  O3 1.034
8 C 1.01 1.50 -0.94  O9 1.215, H10 1.109, H11 1.066
9 O 0.18 1.69 -0.08  C8 1.215
10 H 1.50 2.34 -1.48  C8 1.109
11 H 1.29 0.50 -1.18  C8 1.066